No. 1
{
  "formula": "C2H6BrNO",
  "method": "ωB97M-V/def2-TZVPD",
  "homo_ev": [-9.4, -9.4],
  "lumo_ev": [-1.4, -1.4],
  "homo_lumo_gap_ev": [7.985, 7.988],
  "total_charge": 0,
  "symbols": ["C", "C", "N", "O", "Br", "H", "H", "H", "H", "H", "H"],
  "coordinates": [[0.46167, -1.14308, -0.34564], [-1.00359, 0.49582, 0.51850], [-0.53829, -0.15274, -0.73109], [0.60315, 1.53737, -1.30151], [1.79636, 1.71639, -0.03920], [1.28770, -0.75451, 0.26408], [-0.13411, -1.79185, 0.30225], [0.93073, -1.67069, -1.09819], [-0.89350, -0.14114, 1.41459], [-0.43884, 1.39600, 0.75987], [-2.07128, 0.50841, 0.25634]],
  "atomic_forces_ev_per_a": [[-1.1051, 1.3349, 1.1978], [-1.1164, -1.6393, -0.7371], [2.9206, 1.6219, 0.7392], [-1.2849, -2.2533, 0.2393], [0.6657, 0.4121, 0.1342], [-0.2679, 0.3944, 0.3885], [0.2377, -0.3239, 0.0248], [0.3700, -1.0361, -2.0978], [0.1316, -0.0566, -0.4552], [-0.6632, 0.3041, -0.2686], [0.1119, 1.2418, 0.8351]],
  "mulliken_charge": [-0.678, -0.610, -0.160, -0.405, 0.052, 0.267, 0.368, 0.271, 0.323, 0.271, 0.301]
}

***

No. 2
{
  "formula": "C2H6BrO2P",
  "method": "ωB97M-V/def2-TZVPD",
  "homo_ev": [-9.5, -9.5],
  "lumo_ev": [-0.2, -0.2],
  "homo_lumo_gap_ev": [9.272, 9.271],
  "total_charge": 0,
  "symbols": ["C", "C", "O", "O", "P", "Br", "H", "H", "H", "H", "H", "H"],
  "coordinates": [[1.27597, 0.70248, 0.68472], [0.65024, 0.57453, -0.69281], [-0.75959, -2.10332, 0.22540], [-0.76149, 0.69054, -0.53853], [-1.82030, -0.41912, -0.91168], [-3.37873, 0.21836, 0.45455], [0.94482, -0.12936, 1.30269], [2.35959, 0.68054, 0.59906], [0.96542, 1.63575, 1.15330], [0.90988, -0.38898, -1.13372], [0.96934, 1.38641, -1.35486], [-1.35514, -2.84782, 0.21190]],
  "atomic_forces_ev_per_a": [[-0.2067, -0.0725, -0.2036], [0.9487, -0.0094, 0.1545], [-1.0084, 3.1564, -1.4860], [-0.7139, 0.1062, 0.0518], [1.8527, -2.6677, 1.2657], [-0.3861, 0.0076, 0.3222], [0.0340, -0.0451, 0.0340], [0.1033, 0.0151, 0.0272], [0.0641, 0.0285, -0.0133], [-0.0764, 0.0218, -0.0714], [-0.1091, -0.1629, 0.0582], [-0.5022, -0.3780, -0.1392]],
  "mulliken_charge": [-1.066, -0.257, -0.723, -0.100, 0.414, -0.109, 0.289, 0.356, 0.295, 0.333, 0.319, 0.250]
}

***

No. 3
{
  "formula": "C2H6BrOS",
  "method": "ωB97M-V/def2-TZVPD",
  "homo_ev": -12.2,
  "lumo_ev": -7.3,
  "homo_lumo_gap_ev": 4.920,
  "total_charge": 1,
  "symbols": ["C", "C", "O", "S", "Br", "H", "H", "H", "H", "H", "H"],
  "coordinates": [[0.09816, 2.17982, 1.02860], [-0.19985, -2.22898, -1.32656], [0.01044, -1.16683, -2.00746], [1.40364, 0.87158, 1.00861], [0.66283, -0.63139, 2.37813], [0.19880, 2.69429, 1.94845], [-0.87664, 1.57650, 1.14181], [0.08400, 2.60523, 0.05402], [0.57659, -2.98169, -1.12150], [-1.22835, -2.38597, -1.01658], [-0.72962, -0.53257, -2.08754]],
  "atomic_forces_ev_per_a": [[-1.6609, -3.8363, 0.7948], [-0.7793, 1.7604, -1.1292], [0.9966, -1.9572, 1.2669], [0.1522, 0.6086, -0.7159], [-0.3170, -0.2195, 0.1023], [0.2103, 1.3475, 0.2460], [1.2342, 1.0151, -0.3113], [0.2768, 1.0228, -0.3373], [0.1148, 0.7185, -0.3787], [0.0036, -0.2362, 0.4198], [-0.2312, -0.2238, 0.0427]],
  "mulliken_charge": [-0.755, 0.167, -0.197, -0.054, -0.069, 0.330, 0.265, 0.314, 0.304, 0.267, 0.429]
}

***

No. 4
{
  "formula": "C2H6BrOS",
  "method": "ωB97M-V/def2-TZVPD",
  "homo_ev": -14.6,
  "lumo_ev": -6.8,
  "homo_lumo_gap_ev": 7.772,
  "total_charge": 1,
  "symbols": ["C", "C", "O", "S", "Br", "H", "H", "H", "H", "H", "H"],
  "coordinates": [[0.42443, 1.77097, -1.02670], [-1.18441, -1.56646, 1.15939], [-0.48337, -0.60403, 0.31141], [0.64653, 0.03252, -0.95861], [2.80231, -0.38302, -0.46742], [1.01421, 2.41155, -0.24713], [-0.55979, 2.15965, -0.94743], [0.80253, 1.98617, -2.05281], [-2.05701, -1.28765, 1.82030], [-0.25237, -1.93236, 1.74810], [-1.15306, -2.58733, 0.66089]],
  "atomic_forces_ev_per_a": [[2.5392, 2.0804, 1.7219], [4.5380, -4.5076, 0.9180], [1.4623, 4.8779, -3.3742], [-2.6472, -3.9471, 2.7367], [-1.4086, 0.6458, 0.0805], [-0.6907, -1.5013, -1.3704], [-1.3702, -0.5292, -0.0406], [-0.0387, -0.2266, 0.5120], [1.0840, 0.5330, -1.4873], [-1.8461, 1.0867, 0.5609], [-1.6220, 1.4881, -0.2575]],
  "mulliken_charge": [-0.707, -0.545, -0.376, 0.578, 0.129, 0.356, 0.350, 0.356, 0.295, 0.257, 0.307]
}

***

No. 5
{
  "formula": "C2H6Cl2NO3PS",
  "method": "ωB97M-V/def2-TZVPD",
  "smiles": "CN=[S@@](C)(=O)OP(=O)(Cl)Cl",
  "homo_ev": -10.1,
  "lumo_ev": 0.4,
  "homo_lumo_gap_ev": 10.442,
  "total_charge": 0,
  "symbols": ["C", "C", "N", "O", "O", "O", "P", "S", "Cl", "Cl", "H", "H", "H", "H", "H", "H"],
  "coordinates": [[0.19075, -1.60285, 0.93049], [-0.35155, 1.80653, -1.15162], [0.29248, -0.34301, 0.14465], [0.48820, 3.25794, 1.47335], [-1.45961, 1.50439, 1.26560], [-2.13573, -0.02078, -0.46000], [-0.68647, 2.65163, 2.09470], [-0.90594, 0.52775, -0.07056], [-0.31530, 1.79765, 3.79421], [-2.07053, 3.99766, 2.48945], [0.12117, -2.40887, 0.16795], [1.22940, -1.71592, 1.51462], [-0.73217, -1.61824, 1.52441], [0.68734, 1.62632, -1.57026], [-0.97899, 1.83649, -2.00766], [-0.25185, 2.59825, -0.53312]],
  "atomic_forces_ev_per_a": [[1.8628, 0.0535, -0.3723], [2.0710, -2.6132, -1.6621], [-0.1976, 0.3359, 1.0729], [-0.1399, -0.2188, -0.1213], [0.4843, 0.6250, 0.4044], [-2.2688, -0.6175, -0.3203], [0.2289, -0.4692, -1.7042], [2.6448, -0.0670, -0.5473], [0.2159, -0.6258, 1.2593], [-0.6122, 0.1845, 0.0727], [0.1293, 0.2456, 0.7178], [-2.7019, 0.1317, -0.9927], [0.5972, -0.2100, 0.3187], [-1.2039, -0.3584, 0.9020], [-1.0352, 0.4457, -0.2993], [-0.0747, 3.1581, 1.2717]],
  "mulliken_charge": [-0.714, -0.916, -0.348, -0.582, -0.302, -0.592, 0.880, 1.099, -0.164, -0.175, 0.268, 0.225, 0.316, 0.300, 0.322, 0.384]
}

***

No. 6
{
  "formula": "C2H6Cl2NP",
  "method": "ωB97M-V/def2-TZVPD",
  "homo_ev": [-9.1, -9.0],
  "lumo_ev": [-0.1, -1.9],
  "homo_lumo_gap_ev": [8.964, 7.067],
  "total_charge": 0,
  "symbols": ["C", "C", "N", "P", "Cl", "Cl", "H", "H", "H", "H", "H", "H"],
  "coordinates": [[0.06855, -1.61894, 1.87481], [1.25363, 1.65319, -2.11851], [-0.68113, -1.28927, 0.69854], [-0.86563, 0.08701, 0.01221], [-2.56723, -0.07359, -1.10745], [-1.75654, 1.53679, 1.19831], [0.14116, -0.89249, 2.63353], [0.98235, -2.00882, 1.50008], [-0.37273, -2.41560, 2.23968], [2.05386, 1.06186, -2.47392], [0.53875, 1.42501, -2.89667], [1.20497, 2.53485, -1.56062]],
  "atomic_forces_ev_per_a": [[1.0607, 2.1537, -2.6832], [-1.1371, -1.5076, -1.8615], [-0.2711, 0.0066, 0.1996], [-0.6759, 0.9225, -0.6637], [0.1114, -0.5146, -0.7019], [0.5422, 0.3490, 0.7083], [0.3280, 1.1925, 0.6999], [1.4341, 0.0124, 0.1345], [-2.3494, -4.0616, 2.1673], [1.6803, -0.0975, 0.8912], [-1.0210, 0.6174, 0.3764], [0.2978, 0.9272, 0.7331]],
  "mulliken_charge": [-0.808, -1.037, -0.238, 0.485, -0.215, -0.237, 0.329, 0.313, 0.361, 0.346, 0.336, 0.366]
}

***

No. 7
{
  "formula": "C2H6Cl2P",
  "method": "ωB97M-V/def2-TZVPD",
  "homo_ev": -14.9,
  "lumo_ev": -7.5,
  "homo_lumo_gap_ev": 7.399,
  "total_charge": 1,
  "symbols": ["C", "C", "P", "Cl", "Cl", "H", "H", "H", "H", "H", "H"],
  "coordinates": [[-0.68328, 0.64631, -1.36110], [-0.73129, -0.75231, 1.29626], [-0.79711, -0.96137, -0.52821], [2.20932, 0.02711, -0.25436], [4.14433, 0.19935, 0.16852], [-1.14300, 1.44341, -0.80168], [-0.94753, 0.74381, -2.35768], [0.51396, 0.77660, -1.30504], [-0.00666, -1.37105, 1.86468], [-1.80223, -0.99815, 1.49778], [-0.75651, 0.24630, 1.78084]],
  "atomic_forces_ev_per_a": [[1.9906, -0.5204, 2.8230], [-0.6871, 1.5018, -0.0360], [0.6578, 0.3055, 0.2085], [0.4571, 0.0511, 0.1033], [-0.0459, -0.1227, 0.0269], [0.1744, 0.5136, 0.4753], [-0.5684, -0.5459, -2.0272], [-2.1761, -0.0111, -0.0607], [-0.7417, -0.2044, -0.7083], [0.3119, -0.8576, 0.0592], [0.6274, -0.1099, -0.8641]],
  "mulliken_charge": [-0.689, -0.871, 0.494, -0.038, -0.023, 0.345, 0.351, 0.316, 0.366, 0.366, 0.383]
}

***

No. 8
{
  "formula": "C2H6ClCoO2",
  "method": "ωB97M-V/def2-TZVPD",
  "multiplicity": 4,
  "s2": 3.7589,
  "homo_ev": [-12.7, -12.7],
  "lumo_ev": [-8.1, -9.3],
  "homo_lumo_gap_ev": [4.613, 3.454],
  "total_charge": 1,
  "symbols": ["Co", "Cl", "C", "C", "O", "O", "H", "H", "H", "H", "H", "H"],
  "coordinates": [[3.12436, 2.29628, 2.38251], [3.04471, 1.63661, 0.32438], [-1.05401, -0.10255, -0.62519], [-0.07582, -1.06134, 0.06915], [1.20345, -0.89516, -0.50821], [-2.26889, -0.06156, 0.13482], [-1.33357, -0.43960, -1.63069], [-0.66529, 0.92468, -0.70207], [-0.48170, -2.05138, -0.10403], [-0.16534, -0.70169, 1.10044], [1.56609, -0.07827, -0.15594], [-2.89399, 0.53399, -0.28517]],
  "atomic_forces_ev_per_a": [[-0.0848, -0.7216, -2.1592], [0.2450, 0.8958, 2.2126], [-1.2231, 0.2260, -0.5132], [-1.4085, 1.8416, -0.7463], [0.2281, -0.4624, 0.3301], [0.4327, -0.1908, 0.4466], [0.5350, -0.0103, -0.0386], [0.3722, -0.2388, 0.0221], [0.5383, -0.3244, 0.3973], [0.4693, -0.8012, 0.3125], [-0.1134, -0.1720, -0.1573], [0.0093, -0.0419, -0.1066]],
  "mulliken_charge": [1.001, -0.085, -0.253, -0.328, -0.364, -0.527, 0.272, 0.250, 0.316, 0.210, 0.201, 0.307]
}

***

Summary of molar mass in Da
139.98, 172.95, 158.04, 158.04, 226.02, 145.96, 131.95, 156.45
(order as listed above)
Summary of energy in hartree
-2783.6070, -3145.6344, -3126.8791, -3126.8056, -2020.2323, -1396.1839, -1341.1429, -2072.8061
(order as listed above)